Below is C42H61AuBrN2OPSi as an isolated structure, with properties calculated with wB97M-V/def2-TZVPD.

```
110
Properties=species:S:1:pos:R:3
Au -0.239 -0.353 -1.459
Br 5.120 -4.213 -2.988
P 1.667 0.887 1.148
Si -3.451 0.160 -1.177
O 0.848 -0.181 0.369
N 1.378 -1.655 -2.067
N -2.793 -1.208 -3.593
C 1.697 -2.704 -1.295
C -4.789 -2.161 -0.251
C 2.170 -1.360 -3.107
C 3.294 -2.097 -3.420
C 1.059 3.088 2.966
C -0.570 0.908 4.114
C -3.633 -1.375 -0.168
C -6.789 3.305 -0.502
C 2.888 -0.117 2.051
C -1.869 -3.384 -4.272
C 2.803 -3.492 -1.534
C -4.873 2.542 -1.731
C 3.613 -3.182 -2.617
C -6.711 2.191 0.320
C 3.371 -2.331 3.130
C -1.766 0.924 -1.033
C 5.205 2.979 -0.089
C -3.805 -0.413 -3.058
C -2.276 -2.949 -5.682
C -3.961 -3.615 1.475
C -0.254 2.157 4.925
C 3.584 1.202 -0.881
C -1.838 -0.706 -4.562
C 2.743 3.404 0.061
C -5.715 1.244 0.114
C 4.238 -1.643 4.181
C -4.952 -3.272 0.562
C -5.868 3.485 -1.528
C 2.417 1.921 -0.172
C -2.810 -2.848 1.574
C -2.656 -2.611 -3.217
C 4.825 -0.345 3.635
C -2.648 -1.737 0.757
C 3.728 0.589 3.119
C 2.266 -1.403 2.624
C -4.785 1.406 -0.917
C 1.068 2.747 4.458
C 4.095 3.639 0.725
C 0.503 1.988 2.028
C 4.950 1.481 -0.244
C -0.711 1.251 2.635
C -2.071 -1.434 -5.898
H -3.954 0.500 -3.633
H -5.926 4.359 -2.163
H -2.942 -0.995 -6.382
H 5.727 1.027 -0.861
H 4.274 4.710 0.819
H 5.248 3.445 -1.079
H 3.393 0.126 -0.935
H -1.494 0.442 4.461
H -1.672 1.819 -1.657
H -3.325 -3.207 -5.841
H 1.659 -1.904 1.870
H 5.520 -0.572 2.818
H -4.739 -0.969 -2.941
H 4.093 3.232 1.739
H 1.045 -2.903 -0.455
H -7.426 2.057 1.121
H 3.630 -1.424 5.066
H -1.579 1.911 2.527
H -0.917 0.354 2.055
H 5.399 0.169 4.407
H 3.547 -0.412 1.226
H -2.043 -3.112 2.292
H -2.070 -4.444 -4.130
H -0.794 -3.244 -4.124
H -1.703 -3.514 -6.415
H 2.925 -3.240 3.537
H 3.908 -1.825 -4.268
H -0.829 -0.925 -4.193
H 3.087 0.866 3.954
H 1.606 -1.148 3.458
H 4.181 1.502 2.735
H -2.160 -2.648 -2.236
H -1.950 0.371 -4.657
H 1.940 3.904 0.603
H 2.772 3.869 -0.929
H 4.001 -2.630 2.285
H -1.058 2.890 4.792
H -1.739 -1.149 0.841
H -7.570 4.037 -0.346
H -5.853 -3.867 0.491
H 0.139 2.496 1.122
H -4.155 2.705 -2.531
H -1.650 1.243 0.005
H 1.863 2.038 4.687
H 2.058 3.399 2.658
H -3.658 -3.019 -3.072
H 3.612 1.566 -1.913
H 3.028 -4.328 -0.886
H 1.895 -0.498 -3.702
H 1.302 3.658 5.012
H -4.092 -4.479 2.113
H 0.412 3.960 2.832
H -1.212 -1.231 -6.538
H -5.586 -1.898 -0.939
H 5.020 1.010 0.740
H 0.230 0.174 4.259
H 1.544 1.894 -0.841
H 6.175 3.146 0.382
H -0.207 1.923 5.989
H 5.039 -2.308 4.504
H -5.664 0.378 0.763
```

Multiplicity ... 3
HOMO energy (alpha / beta) ... -13.63 / -13.74 eV
Kohn-Sham gap (alpha / beta) ... 8.773 / 6.218 eV
Total charge ... +2

Below is an isolated ion of composition C4H7N2 and charge +1, with properties calculated with wB97M-V/def2-TZVPD.

```
13
Properties=species:S:1:pos:R:3
N -0.069 0.053 0.021
N -0.362 0.365 -2.258
C 0.480 -0.421 1.248
C -1.053 0.871 -0.173
C -1.221 1.052 -1.603
C 0.429 -0.326 -1.311
H -1.627 1.334 0.610
H 1.489 -0.077 -1.434
H 0.097 0.162 2.085
H 1.568 -0.346 1.221
H -1.956 1.676 -2.079
H 0.350 -1.406 -1.495
H 0.225 -1.471 1.406
```

Multiplicity ... 1
HOMO energy ... -16.20 eV
Energy relative to the best compared isomer or geometry (same formula, charge and spin) ... 168.1 kJ/mol
Kohn-Sham gap ... 10.421 eV
Total charge ... +1

Below is C19H23N6OReS as an isolated structure, with properties calculated with wB97M-V/def2-TZVPD.

```
51
Properties=species:S:1:pos:R:3
Re -0.557 -1.195 -0.951
S 0.516 -3.154 -0.992
O 3.649 3.062 2.737
N -2.425 -0.254 -0.700
N -1.321 -2.093 0.756
N 0.683 -4.926 0.987
N 2.413 1.170 1.107
N 0.521 -0.003 0.103
N -0.778 -3.194 1.369
C -4.297 -0.072 0.789
C -4.314 1.091 -1.303
C 0.093 -3.797 0.627
C 1.439 0.565 0.590
C 3.012 2.411 0.501
C 0.261 -1.033 -3.216
C -0.523 0.075 -3.594
C -4.949 0.762 -0.119
C 0.017 1.352 -3.602
C 3.005 0.767 2.434
C 3.017 3.504 1.562
C 1.366 1.525 -3.300
C -2.365 -1.558 1.318
C -3.061 0.569 -1.560
C -3.053 -0.567 0.475
C -2.889 -1.948 2.649
C 1.639 -0.831 -2.937
C 2.979 1.983 3.344
C 2.178 0.441 -2.971
H -5.937 1.144 0.104
H -2.531 0.828 -2.459
H -3.179 -1.058 3.208
H 1.332 -5.411 0.388
H 2.280 -1.687 -2.766
H 0.428 -5.363 1.863
H -1.526 -0.103 -3.962
H -0.070 -2.031 -3.506
H -3.780 -2.571 2.528
H -4.777 1.743 -2.031
H 1.800 2.515 -3.374
H 3.237 0.583 -2.803
H 2.436 -0.071 2.832
H 2.421 2.689 -0.370
H 3.514 1.746 4.262
H -2.153 -2.518 3.205
H 4.026 2.151 0.199
H 1.997 3.850 1.769
H 3.600 4.342 1.183
H 1.948 2.258 3.598
H 4.029 0.457 2.224
H -4.769 -0.344 1.722
H -0.581 2.198 -3.915
```

Multiplicity ... 2
HOMO energy (alpha / beta) ... -17.91 / -17.92 eV
Energy relative to the best compared isomer or geometry (same formula, charge and spin) ... 75.8 kJ/mol
Kohn-Sham gap (alpha / beta) ... 6.049 / 5.912 eV
Total charge ... +3

| no. | molecular weight (g mol⁻¹) | largest force on an atom (eV/Å) |
| --- | --- | --- |
| 1 | 945.89 | 0.54 |
| 2 | 83.11 | 1.68 |
| 3 | 569.71 | 1.21 |